{
  "formula": "C5H7NO",
  "method": "wB97M-V/def2-TZVPD",
  "elements": ["C", "C", "C", "C", "O", "C", "N", "H", "H", "H", "H", "H", "H", "H"],
  "positions_angstrom": [[0.53, 1.74, -0.68], [0.48, 0.57, 0.28], [0.04, -0.71, -0.08], [-0.36, -1.55, 1.10], [-1.47, -0.72, 1.24], [-0.43, -1.03, -1.39], [-0.74, -1.29, -2.48], [1.46, 1.75, -1.26], [0.47, 2.68, -0.13], [-0.31, 1.70, -1.38], [1.22, 0.57, 1.09], [-0.63, 0.42, 0.99], [-0.63, -2.59, 0.86], [0.37, -1.52, 1.91]],
  "mulliken_charge": [-1.289, -0.388, 0.679, -0.460, -0.629, -0.032, -0.379, 0.333, 0.351, 0.366, 0.389, 0.491, 0.348, 0.220],
  "charge": 0,
  "spin_multiplicity": 1,
  "homo_energy_ev": -9.2,
  "fmax_ev_per_a": 1.10,
  "de_lowest_kj_mol": 434.57,
  "orbital_gap_ev": 8.03
}


{
  "formula": "C5H7NO",
  "method": "wB97M-V/def2-TZVPD",
  "elements": ["C", "C", "C", "N", "C", "O", "C", "H", "H", "H", "H", "H", "H", "H"],
  "positions_angstrom": [[1.84, 0.41, 0.36], [0.46, 0.24, 0.00], [-0.44, 0.32, 1.00], [-1.61, -0.36, 0.61], [-1.56, -0.70, -0.76], [-2.45, -1.21, -1.40], [-0.21, -0.18, -1.28], [2.49, 0.74, -0.48], [2.35, -0.32, 0.97], [1.47, 0.95, 1.78], [0.28, 0.67, 1.97], [-2.51, -0.29, 1.04], [-0.43, 0.67, -1.95], [0.32, -0.93, -1.87]],
  "mulliken_charge": [-1.074, 0.304, -0.071, -0.135, 0.205, -0.584, -0.235, 0.270, 0.331, 0.204, -0.004, 0.250, 0.230, 0.308],
  "charge": 0,
  "spin_multiplicity": 1,
  "homo_energy_ev": -8.3,
  "fmax_ev_per_a": 3.51,
  "de_lowest_kj_mol": 373.64,
  "orbital_gap_ev": 8.84
}


{
  "formula": "C5H7NO",
  "method": "wB97M-V/def2-TZVPD",
  "elements": ["O", "C", "N", "C", "C", "C", "C", "H", "H", "H", "H", "H", "H", "H"],
  "positions_angstrom": [[-2.68, -0.47, -0.53], [-2.20, 0.48, 0.05], [-1.03, 0.45, 0.74], [-0.24, -0.75, 0.86], [0.88, -0.87, -0.17], [1.83, 0.25, -0.08], [2.57, 1.19, 0.03], [-2.69, 1.47, 0.09], [-0.66, 1.32, 1.10], [-0.93, -1.59, 0.74], [0.18, -0.80, 1.87], [1.41, -1.82, -0.02], [0.44, -0.91, -1.18], [3.25, 2.01, 0.12]],
  "mulliken_charge": [-0.554, -0.008, -0.091, -0.716, -0.563, -0.452, 0.156, 0.342, 0.255, 0.333, 0.336, 0.289, 0.271, 0.402],
  "charge": 0,
  "spin_multiplicity": 1,
  "homo_energy_ev": -9.8,
  "smiles": "C#CCCNC=O",
  "fmax_ev_per_a": 0.66,
  "de_lowest_kj_mol": 162.86,
  "orbital_gap_ev": 10.73
}


{
  "formula": "C5H7NO",
  "method": "wB97M-V/def2-TZVPD",
  "elements": ["C", "C", "C", "C", "O", "C", "N", "H", "H", "H", "H", "H", "H", "H"],
  "positions_angstrom": [[0.42, 0.31, 1.53], [0.26, -0.98, 0.79], [-0.58, -0.18, -1.27], [-1.20, 1.15, -1.00], [-0.54, 2.14, -0.77], [1.45, -1.55, 0.27], [2.40, -2.12, -0.10], [1.02, 0.03, 2.42], [-0.53, 0.70, 1.88], [0.98, 1.10, 1.01], [-0.64, -0.85, -0.23], [0.45, -0.09, -1.63], [-1.17, -0.84, -1.91], [-2.30, 1.18, -0.99]],
  "mulliken_charge": [-1.038, -0.070, -0.762, 0.068, -0.444, 0.251, -0.413, 0.392, 0.303, 0.329, 0.320, 0.343, 0.392, 0.327],
  "charge": 0,
  "spin_multiplicity": 1,
  "homo_energy_ev": [-9.1, -9.1],
  "fmax_ev_per_a": 1.06,
  "de_lowest_kj_mol": 465.68,
  "orbital_gap_ev": [7.61, 7.61]
}